Here is a structure of composition C39H54BBrIN8P2Pd from the OMol25 dataset. Energies are from ωB97M-V/def2-TZVPD.

```
107
Properties=species:S:1:pos:R:3:forces:R:3:lowdin_charge:R:1
Pd 0.86545 -0.12259 0.25757 0.096 -0.098 -0.052 0.6750
C 4.65194 -0.69631 0.58499 -0.011 -0.040 0.065 0.0054
C 3.72146 -1.76348 1.04929 -0.718 0.212 -0.094 -0.2596
C 3.97227 -2.99137 1.59350 -0.029 -0.383 0.148 0.1507
C 2.66915 -3.62209 1.81571 0.014 0.150 0.058 -0.1543
C 2.38574 -4.95819 2.36453 0.061 -0.100 -0.025 0.0383
N 1.74358 -2.76782 1.43223 0.369 0.029 -0.128 0.0644
N 2.35970 -1.61792 0.97290 0.533 0.185 0.100 0.0920
B 0.23627 -3.01298 0.99666 -0.265 0.207 -0.285 -0.4915
N 0.32607 -3.02195 -0.54053 -0.062 0.016 0.139 0.0107
N 1.07340 -2.00210 -1.06906 -0.087 -0.151 -0.082 -0.0085
C 1.64467 -2.46370 -2.19234 0.033 0.312 0.158 -0.3237
C 2.67406 -1.70670 -2.96609 -0.051 -0.058 0.032 -0.0215
C 1.19721 -3.76349 -2.42910 0.037 -0.149 -0.102 0.0485
C 0.38554 -4.09623 -1.35995 -0.025 -0.078 0.011 -0.2592
C -0.34624 -5.36932 -1.09848 0.013 0.090 0.038 0.0134
N -0.59826 -1.80340 1.54348 0.057 -0.434 0.260 -0.0267
N 0.10280 -0.91600 2.35051 -0.192 -0.199 -0.090 0.0349
C -0.71211 -0.59268 3.35576 -0.034 0.084 -0.016 -0.3375
C -0.24607 0.16136 4.56049 -0.027 -0.017 -0.075 -0.0160
C -1.95992 -1.21622 3.18112 -0.050 0.116 0.246 0.0389
C -1.84860 -1.98197 2.04455 -0.004 -0.038 -0.202 -0.2825
C -2.82028 -2.90899 1.39416 0.071 -0.075 0.107 0.0092
H 5.14864 -0.21408 1.42854 -0.035 -0.021 -0.013 0.1023
H 4.11055 0.06138 0.02235 -0.004 0.013 -0.020 0.0570
H 5.42459 -1.12320 -0.05405 -0.022 0.004 0.010 0.1043
H 4.93499 -3.42726 1.82631 -0.134 -0.001 0.000 0.1503
H 3.22428 -5.31331 2.96046 -0.013 0.005 -0.009 0.1091
H 2.24082 -5.66912 1.54065 0.030 0.045 0.035 0.1223
H 1.47449 -4.95449 2.96030 0.009 0.001 -0.023 0.1056
H -0.16914 -4.05489 1.41913 0.149 0.089 -0.006 0.1258
H 2.89730 -0.74390 -2.50967 -0.015 0.013 -0.004 0.0402
H 2.36388 -1.54938 -3.99845 -0.010 0.005 0.008 0.0793
H 3.59630 -2.28956 -2.99585 -0.014 0.005 0.003 0.0998
H 1.45488 -4.39464 -3.26683 -0.034 0.056 0.064 0.1357
H -0.04764 -6.12437 -1.82077 0.004 -0.001 -0.010 0.0975
H -1.42310 -5.21856 -1.19068 0.001 0.005 -0.011 0.0979
H -0.15730 -5.75095 -0.09510 0.016 -0.002 -0.021 0.0784
H 0.54063 0.87466 4.32990 0.012 0.001 -0.020 0.0534
H 0.16452 -0.55105 5.27855 -0.023 -0.001 -0.005 0.1035
H -1.07116 0.67374 5.05311 0.011 0.026 -0.015 0.0974
H -2.80586 -1.15641 3.85098 0.055 -0.034 -0.074 0.1344
H -3.84252 -2.58810 1.58818 0.015 -0.003 -0.010 0.0951
H -2.71881 -3.92209 1.79417 0.016 0.060 -0.015 0.1027
H -2.65476 -2.95728 0.31684 -0.021 0.018 0.025 0.0747
C -0.74335 2.71888 2.41383 0.037 -0.073 0.011 -0.1920
P 0.36831 2.28369 1.02518 0.427 0.259 -0.060 0.9799
C -0.35441 3.53484 -0.17673 -0.135 0.049 0.203 -0.4615
N 0.36636 4.60690 -0.32638 0.078 -0.032 -0.100 0.1280
C -0.14024 5.71335 -0.93148 0.105 -0.052 0.023 -0.1769
C 0.66695 6.85142 -1.12690 -0.010 -0.070 0.084 0.0154
C 0.10140 7.97342 -1.66379 -0.113 0.062 -0.065 -0.0120
C -1.27334 8.00613 -2.02163 0.112 0.111 0.006 -0.0179
C -2.06507 6.90666 -1.87195 -0.036 -0.052 -0.021 0.0183
C -1.49334 5.72848 -1.34057 -0.082 -0.116 -0.032 -0.1828
N -2.21178 4.58786 -1.26478 -0.154 0.025 -0.061 0.1308
C -1.70640 3.51723 -0.70868 0.298 -0.156 -0.009 -0.4134
P -2.81925 2.08446 -0.88940 -0.314 0.404 0.441 1.1876
C -2.98845 1.21532 0.69099 0.026 -0.195 -0.215 -0.2120
C -4.51567 2.51503 -1.55246 0.285 -0.119 -0.225 -0.6824
C -5.33695 1.21746 -1.53832 0.017 -0.047 0.067 -0.0852
C -5.17327 3.54868 -0.62956 -0.041 -0.044 -0.009 -0.0570
C -4.35452 3.01243 -2.99628 -0.030 0.012 -0.003 -0.0743
C 2.09652 2.88593 1.49965 -0.159 0.019 -0.036 -0.6889
C 2.10429 4.22958 2.24202 -0.029 -0.003 -0.100 -0.0706
C 2.69612 1.84000 2.45117 -0.069 0.039 0.039 -0.0961
C 2.94241 2.94284 0.22190 0.044 0.005 0.019 -0.1054
H -0.27113 3.50672 2.99934 -0.021 0.008 -0.007 0.0634
H -0.96552 1.87628 3.05131 -0.012 -0.095 0.083 0.0128
H -1.67753 3.10510 2.01342 0.098 0.086 0.063 0.0369
H 1.70810 6.81968 -0.83252 -0.033 -0.004 0.000 0.1266
H 0.70456 8.85930 -1.81438 -0.025 -0.006 0.003 0.1270
H -1.69238 8.91951 -2.42408 0.039 -0.020 0.011 0.1270
H -3.11209 6.91644 -2.14890 0.057 -0.048 -0.004 0.1278
H -3.25302 1.93525 1.46784 -0.082 -0.081 -0.036 0.0661
H -2.06705 0.70298 0.96601 0.024 0.004 0.049 0.0046
H -3.77933 0.47083 0.60177 0.035 0.017 -0.034 0.0566
H -6.24387 1.39340 -2.11974 0.021 0.023 0.040 0.1081
H -5.64743 0.93699 -0.53060 0.013 0.004 -0.041 0.0838
H -4.81731 0.37802 -2.00061 0.052 -0.035 -0.064 0.0702
H -5.27666 3.18152 0.39387 0.007 0.006 -0.030 0.0877
H -6.18316 3.71191 -1.01663 0.020 0.002 0.031 0.1118
H -4.65055 4.49752 -0.62526 0.058 0.088 -0.025 0.0709
H -3.90356 2.24648 -3.63302 -0.037 0.022 0.045 0.0884
H -3.75825 3.91956 -3.05352 -0.023 -0.016 0.008 0.0659
H -5.34606 3.23205 -3.39866 0.023 -0.026 0.049 0.1046
H 1.74201 4.12340 3.26517 0.018 0.013 -0.018 0.0822
H 1.53067 5.00187 1.73932 0.016 0.022 -0.039 0.0699
H 3.13962 4.57226 2.30344 -0.016 -0.014 0.035 0.1047
H 2.19304 1.83524 3.41834 -0.009 -0.005 -0.006 0.0719
H 3.74042 2.10544 2.63296 -0.039 0.027 0.013 0.1060
H 2.67170 0.82788 2.05276 0.002 -0.093 -0.072 0.0290
H 2.61222 3.72541 -0.45752 0.003 -0.033 0.018 0.0692
H 2.93623 1.98588 -0.31071 -0.024 0.008 -0.001 0.0207
H 3.97953 3.14899 0.49858 -0.039 0.000 0.000 0.1028
Br -1.92332 -1.36230 -2.76604 0.037 0.089 0.080 0.7663
C -0.79296 -0.84266 -4.19298 0.072 0.122 -0.005 -0.7126
C -0.95291 -1.48379 -5.41186 0.006 -0.008 -0.044 -0.1028
C -0.16893 -1.11258 -6.49579 -0.033 -0.051 -0.018 -0.0332
C 0.76108 -0.09107 -6.37790 0.037 0.066 -0.017 -0.0444
C 0.93520 0.55246 -5.16120 -0.009 -0.025 -0.035 -0.1520
C 0.16167 0.16370 -4.07732 -0.064 -0.242 0.155 -0.6798
I 0.53407 1.16957 -2.27702 -0.128 0.334 -0.274 1.1898
H -1.69524 -2.26449 -5.51084 0.019 0.009 -0.008 0.1142
H -0.29554 -1.62386 -7.44131 -0.015 0.025 0.023 0.1272
H 1.35552 0.21049 -7.23065 -0.013 -0.021 0.030 0.1261
H 1.66570 1.34558 -5.05938 -0.013 -0.048 -0.013 0.1059
```
Forces are in eV/Å.

The value obtained for the HOMO energy (alpha / beta) is -15.665 / -15.984 eV. As for the spin multiplicity: 5. The total energy comes out at -5662.78761 hartree. Its total charge is +3. For the energy above the lowest of the compared OMol25 structures with the same formula, charge and spin, the calculation gives 0.3579 eV. Its frontier orbital gap (alpha / beta) is 8.103 / 5.167 eV. As for the max |F|: 0.75 eV/Å.